18
Properties=species:S:1:pos:R:3:forces:R:3 method="wB97M-V/def2-TZVPD" charge=+1 homo_energy_ha=-0.4884 de_lowest_kcal_mol=88.31 energy_ev=-19605.522 homo_lumo_gap_ev=9.43
C -0.209384 0.688158 -0.046643 3.27 -2.07 -0.57
C -0.782430 -0.716642 0.251492 -3.54 0.72 0.04
C 1.481604 0.329332 0.569436 -3.15 2.01 -1.16
C -1.029688 -1.509188 -1.043775 0.68 2.64 -0.42
N 0.247592 -1.514963 0.801512 -1.25 -1.80 1.73
N 1.292717 -0.979268 0.979448 3.44 -0.97 1.20
N -0.659669 1.935984 0.638442 -2.17 -3.82 -0.97
S 2.677675 0.425202 -0.748984 0.47 0.97 0.38
H -0.083495 0.721417 -1.127397 -0.20 1.04 0.18
H -1.754416 -0.867491 0.937170 2.13 0.79 -1.23
H 1.673661 0.974498 1.443873 0.34 -0.06 -0.47
H -1.817913 -1.060697 -1.634407 -0.26 -0.27 -0.15
H -1.160141 -2.502118 -0.775550 -0.60 -1.86 0.16
H -0.077963 -1.412920 -1.578693 -0.25 -0.26 -0.37
H 0.095383 2.496103 0.804425 2.34 2.40 0.39
H -0.883672 1.420980 1.472254 -1.01 0.98 1.36
H -1.449018 2.381304 0.180515 -0.18 0.30 0.26
H 2.439165 -0.809691 -1.123116 -0.05 -0.75 -0.35


13
Properties=species:S:1:pos:R:3:forces:R:3 method="wB97M-V/def2-TZVPD" charge=0 homo_energy_ha=-0.2783 de_lowest_kcal_mol=95.59 energy_ev=-7349.354 homo_lumo_gap_ev=8.24
C -0.591973 1.342096 -0.251068 1.84 -0.19 -3.30
C -1.175502 0.735567 0.742999 -0.05 0.73 -1.03
C -0.036305 1.903231 -1.524960 -0.65 -0.85 2.88
C -0.927628 -0.308982 1.408444 0.07 -1.20 2.52
C 0.369892 0.693393 -1.173662 -1.23 1.11 -0.45
C -0.788067 -1.061951 2.479769 1.46 -3.29 -2.91
C 1.125312 -0.560857 -1.338288 -1.16 0.43 -0.79
H -0.012181 2.862851 -1.977703 0.22 0.28 -0.77
H -1.339127 -0.781994 3.260142 -1.94 1.13 3.41
H -0.478469 -2.165131 2.509010 -0.02 1.92 -0.37
H 0.876636 -1.265222 -0.584772 -0.06 -0.32 1.31
H 2.147167 -0.277204 -1.315412 1.14 -0.30 -0.18
H 0.830246 -1.115797 -2.234500 0.37 0.56 -0.34


13
Properties=species:S:1:pos:R:3:forces:R:3 method="wB97M-V/def2-TZVPD" charge=+1 homo_energy_ha=-0.4946 de_lowest_kcal_mol=99.17 energy_ev=-19169.780 homo_lumo_gap_ev=9.76
C 0.353400 -0.095082 0.151719 1.89 0.10 -0.93
C 0.842524 1.071678 -0.395624 -0.39 -0.25 0.07
N 0.139699 0.522831 1.371253 -2.05 -1.39 1.59
N 0.549865 1.725220 0.845481 1.40 1.77 -0.60
N -0.096533 -1.417687 -0.364834 1.89 -0.70 3.08
Cl -2.395857 -0.037449 -1.802898 0.40 2.76 0.99
H -2.063209 1.220147 -1.231867 -0.71 -2.62 -1.16
H 1.067818 1.459760 -1.393123 -0.14 0.03 0.65
H 0.620998 0.271268 2.212873 0.24 -0.52 0.41
H 1.139179 2.336769 1.485994 -0.64 -1.14 -1.63
H 0.461055 -1.706349 -1.175096 0.52 -0.28 0.59
H -0.961714 -1.251344 -0.767564 -3.10 0.31 -0.97
H -0.216436 -2.195791 0.418308 0.69 1.92 -2.10


12
Properties=species:S:1:pos:R:3:forces:R:3 method="wB97M-V/def2-TZVPD" charge=0 homo_energy_ha=-0.3948 de_lowest_kcal_mol=7.75 energy_ev=-20558.443 homo_lumo_gap_ev=9.82
C -2.276439 0.737007 0.024642 -0.43 -0.52 0.24
C -0.984961 -1.858556 0.324929 -0.15 3.37 -1.92
C 0.573438 0.760123 0.311526 -0.12 -0.20 -0.73
C 1.893381 0.199955 -0.118080 -1.40 -0.49 5.77
N -3.193427 1.258118 0.482825 0.21 0.04 -0.14
N -1.219019 -2.800955 0.915462 -0.11 -1.48 0.88
O 0.407851 1.751337 0.942896 -0.64 0.10 0.34
O -0.711811 -0.189642 -2.011624 0.15 -0.44 -2.42
P -0.875972 -0.171383 -0.592853 0.48 -0.32 3.95
H 1.684217 -0.219744 -0.996798 0.30 -2.28 -3.54
H 2.161994 -0.458119 0.804332 -0.21 0.41 -2.01
H 2.540750 0.991864 -0.087259 1.92 1.83 -0.42


32
Properties=species:S:1:pos:R:3:forces:R:3 method="wB97M-V/def2-TZVPD" charge=0 homo_energy_ha="-0.2940 / -0.2940" de_lowest_kcal_mol=202.62 energy_ev=-14233.930 homo_lumo_gap_ev="8.28 / 8.28"
C 1.673642 0.745898 -0.786640 0.50 -0.27 0.99
C 1.771717 0.694566 -2.080399 -3.05 1.79 -0.58
C -0.004664 3.991408 0.783158 0.21 -0.84 1.79
C 0.530396 2.865887 1.313722 -1.94 -0.49 -4.16
C -1.690143 0.268175 0.003912 2.95 -1.52 1.14
C 2.062516 0.229481 0.516469 0.76 -0.96 3.11
C 0.642824 0.767818 0.225852 0.45 3.02 0.96
C 3.694188 -1.757471 0.194343 -1.56 -2.64 2.16
C -2.227092 -2.218251 -0.034486 -2.66 -2.35 0.96
C -3.845151 -0.300730 -0.963321 1.27 -0.97 -0.48
C 2.325008 -1.271093 0.850673 0.71 -0.92 -1.04
C -2.730200 -0.779668 0.111695 -0.07 0.51 -4.02
N -0.447593 -0.021061 0.032289 -1.11 -0.58 0.49
H 0.871114 1.117626 -2.611608 1.08 -0.67 0.25
H 2.586135 0.438222 -2.647252 1.94 -0.70 -1.09
H -0.120178 4.919925 1.356299 0.63 -0.34 0.64
H -0.579748 4.218430 -0.086748 0.22 -1.00 -1.24
H 0.831174 2.785694 2.309306 0.82 -0.24 1.36
H -1.953340 1.267377 0.145320 -0.83 1.87 0.16
H 2.722744 0.770339 1.314770 -1.42 -0.14 -1.94
H 3.903341 -1.257933 -0.743992 0.38 -0.04 0.12
H 3.508109 -2.929299 0.062378 0.77 2.47 -0.23
H 4.409243 -1.727573 1.030999 0.59 0.45 -1.04
H -1.980635 -2.598514 -1.043135 -0.02 0.74 0.37
H -1.415465 -2.469452 0.647461 0.15 0.34 -0.13
H -3.121144 -2.982541 0.337462 2.00 1.97 -0.97
H -4.249778 -1.238077 -1.406329 0.37 0.81 -0.30
H -4.697332 0.136022 -0.467616 -0.09 0.54 0.16
H -3.381285 0.437731 -1.743907 -1.07 -1.60 1.31
H 2.378927 -1.456187 1.986847 -0.35 0.39 -1.81
H 1.679936 -2.037160 0.354096 -0.65 1.35 0.80
H -3.147268 -0.609593 1.038395 -0.98 0.01 2.27


14
Properties=species:S:1:pos:R:3:forces:R:3 method="wB97M-V/def2-TZVPD" charge=0 homo_energy_ha=-0.3340 de_lowest_kcal_mol=17.59 energy_ev=-30366.656 homo_lumo_gap_ev=9.64
C 2.826486 -0.166260 0.068128 1.53 1.38 -0.82
C -1.315857 -1.154691 0.186239 2.48 5.26 -0.36
C -1.647779 0.783502 1.353093 0.76 0.60 0.92
C 0.098873 0.057188 -0.507568 -2.57 -0.43 2.47
N 3.777042 0.306562 -0.373708 0.81 -0.14 -0.50
N -2.032993 -0.541352 0.984952 0.18 -1.46 -0.11
N 0.373332 -0.107105 -1.861978 1.17 -0.32 -0.21
S -0.654255 1.601715 0.072193 0.88 -0.82 -1.06
S 1.411343 -0.532076 0.733314 -2.48 -1.28 1.15
H -1.146284 -2.098511 -0.175613 -0.46 -2.39 -0.60
H -2.514345 1.447268 1.329446 -0.01 -0.24 1.02
H -1.023656 0.721737 2.338233 -1.57 0.28 -1.57
H 0.928906 -0.975999 -1.820037 -0.15 0.57 -1.18
H 0.919190 0.658021 -2.326697 -0.56 -1.00 0.82


84
Properties=species:S:1:pos:R:3:forces:R:3 method="wB97M-V/def2-TZVPD" charge=+1 homo_energy_ha="-0.3187 / -0.3222" de_lowest_kcal_mol=7.69 energy_ev=-60761.634 homo_lumo_gap_ev="5.13 / 3.79"
In 1.020167 -0.544587 -3.046972 0.90 2.32 0.14
C -0.252349 3.155872 2.732155 1.19 0.89 -1.49
C 0.310721 1.980608 3.337651 0.14 0.28 -0.50
C 1.664046 2.604659 1.600225 0.73 -2.48 1.64
C 0.636139 3.578996 1.713497 -2.39 -0.20 1.73
C 1.495405 1.641029 2.638816 0.33 1.30 -1.46
C -1.511418 3.833819 3.115982 -0.50 0.40 0.19
H -1.862282 3.470211 4.094038 -0.03 0.28 -0.34
H -2.316590 3.654913 2.374210 0.29 0.06 0.43
H -1.360502 4.927226 3.182240 -0.21 -0.43 0.06
C 0.602406 4.827640 0.928470 -0.06 0.28 -0.14
H -0.328925 5.371002 1.110534 0.23 0.01 -0.13
H 0.692943 4.610631 -0.143785 -0.04 0.16 0.21
H 1.449060 5.479624 1.199622 -0.20 -0.12 -0.06
C 2.686668 2.594662 0.536885 0.67 0.05 -0.47
H 3.206407 3.571511 0.477285 -0.17 -0.42 -0.05
H 2.231660 2.402103 -0.458478 0.22 0.17 0.52
H 3.442785 1.810121 0.715457 -0.26 0.37 -0.11
C 2.406559 0.523925 2.985588 0.10 -0.31 -0.09
H 2.537447 0.456123 4.078553 0.10 -0.07 -0.39
H 3.383217 0.687576 2.509750 -0.16 -0.23 0.29
H 1.988664 -0.431281 2.629745 0.36 0.15 0.24
C -0.205939 1.270321 4.523973 -0.26 -0.18 0.51
H 0.589668 1.147502 5.276707 -0.21 0.03 -0.17
H -0.559296 0.256177 4.269763 0.13 0.34 0.01
H -1.041463 1.812552 4.990961 0.28 -0.25 -0.11
C -2.072861 0.189924 1.557755 -0.80 0.04 0.00
C -2.952288 -0.004919 2.568379 -0.22 0.77 0.17
C -3.053321 -1.180893 3.515299 -0.76 -0.93 -1.41
C -2.212928 -2.386328 3.045516 -0.11 0.49 0.36
C -0.720827 -2.134385 3.068438 0.45 0.08 -0.12
C 0.084521 -1.931814 2.012564 0.08 0.20 -0.74
C -0.244631 -1.197060 0.712267 -0.55 -0.86 -0.91
C -1.736753 -0.818658 0.496726 1.39 -0.68 1.02
H -4.104369 -1.501901 3.612267 0.28 0.11 0.20
H -2.540306 -2.743123 2.049588 0.18 0.10 0.80
H -2.699485 -0.891683 4.519563 -0.19 0.27 -0.37
H -2.392500 -1.708693 0.575266 0.37 0.65 -0.24
H -1.549483 1.158241 1.444887 -1.21 0.03 -0.46
H -3.689144 0.801820 2.732705 1.20 0.30 1.04
H -1.878445 -0.363858 -0.506533 0.05 -0.24 0.68
H 0.343683 -0.249438 0.643625 -0.13 -0.61 0.37
H 1.117980 -2.310736 1.998546 -0.12 0.95 0.76
H 0.074561 -1.821867 -0.139549 0.36 0.12 0.05
H -2.369848 -3.202928 3.771044 -0.02 0.16 -0.38
H -0.248890 -2.104620 4.068560 -0.14 -1.05 -0.52
P -0.050385 -2.674865 -3.227802 -1.74 -1.63 -0.18
P 3.024101 -3.172550 -3.089692 1.24 -2.03 0.07
C 0.600236 -4.201872 -4.027637 -0.51 0.24 -0.06
C 2.094180 -4.295856 -4.221534 -0.20 0.35 -0.29
H 0.057168 -4.247026 -4.974957 0.03 -0.27 0.07
H 0.251712 -5.010977 -3.379391 -0.07 0.10 -0.18
H 2.399192 -5.330361 -4.036792 0.17 0.24 -0.12
H 2.352261 -4.039510 -5.250904 0.09 -0.01 0.04
C 4.632366 -3.876718 -3.684385 0.37 0.59 -0.02
H 5.452560 -3.558382 -3.033359 -0.05 -0.02 -0.21
H 4.816253 -3.523433 -4.704178 0.15 -0.03 0.18
H 4.595223 -4.975952 -3.696636 -0.08 0.37 0.08
C 2.955107 -4.295378 -1.606599 -0.10 0.21 0.52
H 3.075454 -5.358995 -1.894721 -0.09 0.61 0.03
H 2.019280 -4.181303 -1.034077 0.35 -0.04 -0.09
H 3.800793 -4.028440 -0.946900 -0.46 -0.09 -0.15
C -1.265201 -2.065805 -4.461572 0.32 -0.16 0.43
H -1.795320 -1.184300 -4.096260 -0.04 -0.12 0.00
H -1.932222 -2.910687 -4.606135 -0.30 0.11 -0.32
H -0.733139 -1.822330 -5.381488 -0.11 -0.04 -0.09
C -1.051155 -3.401007 -1.911668 -0.49 0.01 0.32
H -0.501996 -4.250679 -1.475122 -0.27 0.39 -0.04
H -1.950796 -3.759505 -2.434416 0.14 -0.13 0.41
H -1.335366 -2.683829 -1.128109 0.02 -0.35 -0.42
O 0.900359 1.399152 -2.063069 -0.91 -0.34 0.00
C -0.400179 1.498640 -2.047956 0.30 -1.09 -0.98
O -1.120371 0.520045 -2.422884 1.27 0.09 0.19
C -1.028070 2.769747 -1.692977 -0.19 -0.18 -0.16
C -0.588966 3.930368 -2.335358 -0.37 0.18 0.53
C -1.218641 5.113370 -1.967436 -0.04 0.10 0.50
C -2.148165 5.095307 -0.910642 -0.58 -0.21 -0.36
C -2.669847 3.902202 -0.359355 0.80 0.12 -0.43
C -2.117873 2.696818 -0.814704 0.06 0.49 -0.12
H 0.203194 3.900744 -3.087034 -0.25 -0.03 0.32
H -0.935450 6.066149 -2.431220 -0.15 -0.44 0.26
H -2.539922 6.050960 -0.570611 -0.01 -0.17 -0.01
H -3.435126 3.924859 0.427323 0.31 0.02 -0.55
H -2.471115 1.691383 -0.539523 0.10 0.85 0.12